Below is a gas-phase ion, C6H13N4 (charge +1), with properties calculated with ωB97M-V/def2-TZVPD.

The geometry in XYZ format:
```
23
Properties=species:S:1:pos:R:3:forces:R:3
C -1.300 -0.923 0.134 0.90 -3.58 -0.05
C -2.069 0.177 -0.075 -2.44 2.20 0.04
C 0.070 -1.187 -0.013 2.02 3.61 -0.33
C 2.036 0.275 -0.067 -1.25 -1.92 1.47
C -3.559 -0.008 -0.267 2.30 -1.38 -4.63
C 2.583 1.543 -0.463 1.00 1.23 -4.48
N -1.551 1.405 -0.098 0.88 0.98 0.24
N 0.860 -0.116 -0.342 -2.13 0.74 -0.95
N 0.623 -2.376 0.141 -0.54 0.95 0.10
N 2.813 -0.316 0.859 1.74 -1.63 1.47
H -1.812 -1.875 0.284 -0.44 0.38 0.23
H -3.550 -1.126 -0.357 -1.11 1.04 -0.40
H -3.873 0.512 -1.319 0.38 -1.33 2.70
H -4.137 0.226 0.541 -1.61 1.15 1.99
H 2.098 2.118 -1.362 0.34 -1.04 2.31
H 3.579 1.337 -0.893 -0.06 0.06 0.12
H 2.808 2.043 0.429 -0.11 1.57 1.04
H -2.060 2.251 -0.274 -0.68 -0.11 -0.04
H -0.590 1.578 0.150 0.30 -0.41 -0.24
H 0.063 -3.125 0.279 -1.55 -3.04 0.47
H 1.579 -2.431 0.122 2.44 -0.61 -0.14
H 3.776 -0.026 0.848 0.11 0.06 0.28
H 2.665 -1.116 1.507 -0.49 1.07 -1.20
```
Positions in Å, forces in eV/Å.

The HOMO energy (alpha / beta) comes out at -9.3 / -13.4 eV. The spin multiplicity is 3. The calculation puts the energy above the lowest of the compared OMol25 structures with the same formula, charge and spin at 0.00 kcal/mol. The expectation value of S² is 2.008. The calculation puts the max |F| at 5.35 eV/A. The total energy is -12383.4258 eV. For the lowest unoccupied orbital energy (alpha / beta), the calculation gives -2.45 / -6.53 eV. The net charge is +1.



Below is a gas-phase ion, C6H13N5 (charge +2), with properties calculated with ωB97M-V/def2-TZVPD.

The geometry in XYZ format:
```
24
Properties=species:S:1:pos:R:3:forces:R:3
C 0.584 -0.915 1.733 0.16 0.03 0.13
C 0.607 -0.141 0.411 0.53 0.14 0.44
C -0.652 -0.398 -0.294 -2.27 -0.40 -1.29
N -1.712 -0.459 -0.744 2.91 -0.05 1.07
C -3.198 -0.270 -0.934 -1.17 -0.24 -0.81
N -3.747 0.435 0.094 -0.17 0.21 0.45
N 0.648 1.298 0.542 0.22 -0.11 0.21
C 1.615 1.841 -0.384 -0.24 1.00 -0.27
N 2.360 0.673 -0.845 0.09 -0.17 0.01
C 1.833 -0.458 -0.470 -0.08 0.26 0.18
N 2.255 -1.664 -0.733 0.12 -0.25 -0.11
H 0.419 -1.978 1.574 -0.05 -0.08 -0.02
H -0.216 -0.538 2.369 -0.07 0.01 -0.04
H 1.529 -0.782 2.258 0.04 0.05 -0.05
H -3.253 0.233 -1.903 -0.09 -0.11 0.17
H -3.566 -1.297 -1.020 0.00 0.22 -0.02
H -3.693 1.437 0.117 -0.05 0.04 -0.05
H -3.990 -0.023 0.957 -0.07 0.00 -0.08
H 0.707 1.641 1.491 0.12 -0.14 0.00
H 2.280 2.574 0.085 -0.12 -0.20 -0.03
H 1.120 2.320 -1.242 0.23 -0.13 0.14
H 3.184 0.784 -1.425 0.03 -0.17 -0.04
H 1.800 -2.482 -0.349 0.01 0.08 -0.01
H 3.087 -1.832 -1.289 -0.08 0.00 0.03
```
Positions in Å, forces in eV/Å.

The HOMO energy comes out at -17.3 eV. The calculation puts the energy above the lowest of the compared OMol25 structures with the same formula, charge and spin at 31.29 kcal/mol. The calculation puts the max |F| at 3.10 eV/A. The total energy is -13866.2978 eV. For the lowest unoccupied orbital energy, the calculation gives -7.50 eV. The net charge is +2.



Below is a molecular structure, C6H13N5S, with properties calculated with ωB97M-V/def2-TZVPD.

The geometry in XYZ format:
```
25
Properties=species:S:1:pos:R:3:forces:R:3
C -2.018 -1.206 -0.037 2.53 0.07 -1.40
C -2.087 1.268 -0.026 1.29 -3.10 -0.39
C 2.748 -0.677 0.688 -2.66 0.52 -0.81
C 3.141 0.288 -0.454 1.01 -0.13 -0.05
C 1.450 -0.087 1.288 -0.95 0.50 0.03
C 2.037 0.465 -1.438 -1.31 -2.02 0.12
N -0.727 -1.260 -0.382 2.57 0.75 0.88
N -0.784 1.316 -0.153 2.21 1.34 0.67
N -2.663 -0.021 0.019 -4.56 1.84 2.05
N -2.613 -2.369 0.025 0.76 -1.64 0.40
N -2.817 2.357 -0.027 1.00 0.06 -0.22
S 0.250 0.076 -0.088 -2.54 -1.43 -1.91
H 2.554 -1.715 0.428 0.02 -0.07 -0.69
H 3.300 -0.787 1.569 1.98 0.47 0.92
H 3.316 1.286 -0.084 0.65 0.13 0.60
H 4.071 -0.079 -0.999 -1.13 0.43 0.46
H 1.100 -0.592 2.208 -0.23 0.35 -0.68
H 1.511 1.011 1.394 0.51 -0.20 0.73
H 1.739 1.433 -1.847 0.14 -0.23 0.14
H 1.932 -0.419 -2.092 -0.36 0.66 -0.01
H -3.680 -0.014 0.404 2.28 -0.29 -1.03
H -2.111 -3.288 0.032 -0.02 1.66 -0.14
H -3.576 -2.508 0.062 -1.91 0.25 0.09
H -2.285 3.199 -0.256 -0.46 -0.09 0.29
H -3.788 2.322 -0.233 -0.80 0.13 -0.07
```
Positions in Å, forces in eV/Å.

The HOMO energy comes out at -17.4 eV. The calculation puts the energy above the lowest of the compared OMol25 structures with the same formula, charge and spin at 9.11 kcal/mol. The calculation puts the max |F| at 5.33 eV/A. The total energy is -24699.7533 eV. For the lowest unoccupied orbital energy, the calculation gives -8.06 eV. The net charge is +2.



Below is a gas-phase ion, C6H13N6 (charge +1), with properties calculated with ωB97M-V/def2-TZVPD.

The geometry in XYZ format:
```
25
Properties=species:S:1:pos:R:3:forces:R:3
C 1.267 2.238 1.120 0.75 -3.30 1.11
N 0.125 1.883 0.330 -1.90 -0.39 2.50
C 0.010 2.230 -1.004 0.47 -0.97 -1.61
C -0.332 1.256 -1.889 -0.36 2.60 -0.85
N -0.834 0.058 -1.548 -0.89 -3.92 1.20
C -0.093 -0.980 -0.728 1.69 0.42 -0.17
N 0.407 -1.876 -1.725 0.21 -1.38 -0.83
N -0.833 -1.701 0.353 -0.52 3.07 1.68
C -0.954 -1.061 1.605 -1.26 -0.22 0.41
N -1.338 -1.849 2.705 -0.15 4.84 -0.22
N -0.772 0.238 1.750 -0.30 -0.69 0.28
C -0.890 1.195 0.850 0.57 -0.76 -1.58
H 1.481 3.185 0.731 1.24 1.47 0.22
H 1.005 2.148 2.214 0.29 0.63 -1.25
H 2.050 1.430 0.943 -0.35 1.45 0.12
H 0.510 3.097 -1.363 0.02 0.75 0.01
H -0.436 1.587 -2.956 0.23 -0.62 1.06
H -1.178 -0.555 -2.282 -0.14 1.10 -0.39
H 0.826 -0.503 -0.215 -1.41 -0.55 -1.00
H -0.129 -2.576 -2.286 -0.60 1.53 0.89
H 1.122 -2.466 -1.386 1.33 -0.32 0.68
H -0.696 -2.667 0.500 0.24 -1.23 -0.75
H -1.907 -1.362 3.457 1.38 -0.84 -1.46
H -1.394 -2.810 2.696 -0.09 -2.27 -0.39
H -1.788 1.389 0.268 -0.43 -0.41 0.34
```
Positions in Å, forces in eV/Å.

The HOMO energy comes out at -11.9 eV. The calculation puts the energy above the lowest of the compared OMol25 structures with the same formula, charge and spin at 0.00 kcal/mol. The calculation puts the max |F| at 4.85 eV/A. The total energy is -15365.1707 eV. For the lowest unoccupied orbital energy, the calculation gives -3.59 eV. The net charge is +1.



Below is C6H13NO in the gas phase, with properties calculated with ωB97M-V/def2-TZVPD.

The geometry in XYZ format:
```
21
Properties=species:S:1:pos:R:3:forces:R:3
C 0.780 2.627 1.941 -0.49 0.41 -0.13
C -0.041 1.387 1.661 0.10 -0.18 0.45
O -1.134 1.227 2.170 -0.12 0.01 -0.20
N 0.576 0.437 0.907 0.18 0.54 -0.04
C -0.052 -0.801 0.525 0.15 -0.50 -0.08
C -0.605 -0.820 -0.903 -0.10 0.23 0.37
C -1.136 -2.213 -1.247 0.23 0.31 -1.17
C 0.462 -0.343 -1.904 -0.22 -0.23 0.20
H 1.134 2.578 2.967 0.27 -0.10 -0.01
H 0.117 3.494 1.907 -0.05 -0.11 -0.05
H 1.585 2.808 1.232 0.20 -0.16 0.10
H 1.482 0.686 0.544 -0.10 -0.21 -0.10
H 0.684 -1.609 0.574 0.19 0.03 0.14
H -0.804 -1.030 1.281 -0.13 0.12 -0.21
H -1.419 -0.099 -0.960 -0.22 0.02 0.13
H -0.330 -2.778 -1.724 0.04 -0.35 0.53
H -1.853 -2.115 -2.066 -0.21 0.01 0.14
H -1.618 -2.768 -0.445 0.17 0.07 0.17
H 0.431 0.741 -1.987 0.13 0.07 -0.09
H 0.268 -0.777 -2.886 0.09 0.12 -0.03
H 1.472 -0.632 -1.587 -0.12 -0.09 -0.12
```
Positions in Å, forces in eV/Å.

The HOMO energy comes out at -9.5 eV. The calculation puts the energy above the lowest of the compared OMol25 structures with the same formula, charge and spin at 3.21 kcal/mol. The calculation puts the max |F| at 1.23 eV/A. The total energy is -9971.0353 eV. For the lowest unoccupied orbital energy, the calculation gives 0.85 eV. The net charge is 0.



Copy entry 2 word for word.
Below is a gas-phase ion, C6H13N5 (charge +2), with properties calculated with ωB97M-V/def2-TZVPD.

The geometry in XYZ format:
```
24
Properties=species:S:1:pos:R:3:forces:R:3
C 0.584 -0.915 1.733 0.16 0.03 0.13
C 0.607 -0.141 0.411 0.53 0.14 0.44
C -0.652 -0.398 -0.294 -2.27 -0.40 -1.29
N -1.712 -0.459 -0.744 2.91 -0.05 1.07
C -3.198 -0.270 -0.934 -1.17 -0.24 -0.81
N -3.747 0.435 0.094 -0.17 0.21 0.45
N 0.648 1.298 0.542 0.22 -0.11 0.21
C 1.615 1.841 -0.384 -0.24 1.00 -0.27
N 2.360 0.673 -0.845 0.09 -0.17 0.01
C 1.833 -0.458 -0.470 -0.08 0.26 0.18
N 2.255 -1.664 -0.733 0.12 -0.25 -0.11
H 0.419 -1.978 1.574 -0.05 -0.08 -0.02
H -0.216 -0.538 2.369 -0.07 0.01 -0.04
H 1.529 -0.782 2.258 0.04 0.05 -0.05
H -3.253 0.233 -1.903 -0.09 -0.11 0.17
H -3.566 -1.297 -1.020 0.00 0.22 -0.02
H -3.693 1.437 0.117 -0.05 0.04 -0.05
H -3.990 -0.023 0.957 -0.07 0.00 -0.08
H 0.707 1.641 1.491 0.12 -0.14 0.00
H 2.280 2.574 0.085 -0.12 -0.20 -0.03
H 1.120 2.320 -1.242 0.23 -0.13 0.14
H 3.184 0.784 -1.425 0.03 -0.17 -0.04
H 1.800 -2.482 -0.349 0.01 0.08 -0.01
H 3.087 -1.832 -1.289 -0.08 0.00 0.03
```
Positions in Å, forces in eV/Å.

The HOMO energy comes out at -17.3 eV. The calculation puts the energy above the lowest of the compared OMol25 structures with the same formula, charge and spin at 31.29 kcal/mol. The calculation puts the max |F| at 3.10 eV/A. The total energy is -13866.2978 eV. For the lowest unoccupied orbital energy, the calculation gives -7.50 eV. The net charge is +2.



Which of these has the highest total energy?
C6H13NO